# C24H47N2O8

3 unconnected molecules or ions with the total composition C24H47N2O8 (ωB97M-V/def2-TZVPD, OMol25).

Results
Frontier orbital gap = 7.71 eV
HOMO energy = -10.808 eV
ΔE to the lowest compared entry with this formula, charge and spin = 0.613 eV
Electronic energy = -44996.86543 eV

ORCA input file:
```
! RIJCOSX wB97M-V def2-TZVPD def2/J DEFGRID3
* xyz 1 1
C 5.8885 -3.9182 -0.6460
C 6.3953 -2.7257 -0.1823
C 5.4532 -1.8378 0.5368
O 4.7332 -2.2656 1.3961
O 5.4251 -0.5163 0.2436
C 5.4524 -0.1830 -1.1479
C 4.0588 -0.0166 -1.7924
C 2.9460 0.4112 -0.8325
C 2.3957 -0.6968 0.0943
C 0.8548 -0.7325 0.1825
C 0.1476 -1.7750 -0.7331
C 0.9519 -2.2382 -1.9023
C 1.6445 -3.4135 -1.8999
N 2.2742 -3.4428 -3.1411
C 1.9730 -2.3646 -3.8383
N 1.1565 -1.6031 -3.1028
H 5.5142 -4.6272 0.0894
H 5.8189 -4.1206 -1.7092
H 7.4446 -2.4947 -0.3579
H 5.9509 0.7821 -1.2182
H 6.0470 -0.8656 -1.7539
H 4.1691 0.7894 -2.5218
H 3.8284 -0.9178 -2.3717
H 2.1289 0.7935 -1.4540
H 3.3009 1.2422 -0.2259
H 2.8449 -1.6560 -0.1560
H 2.7485 -0.4681 1.0969
H 0.5943 -0.9028 1.2225
H 0.4958 0.2527 -0.1124
H -0.2099 -2.6120 -0.1416
H -0.7378 -1.2793 -1.1404
H 1.7013 -4.1538 -1.1266
H 2.8936 -4.1744 -3.4562
H 2.3163 -2.1215 -4.8278
H 0.7531 -0.7108 -3.3426
C -5.3615 -0.2051 1.6599
O -4.3893 -0.9840 2.3305
C -4.7427 -1.4203 3.6301
C -4.8268 -2.9295 3.8192
O -5.6933 -3.6755 2.9833
C -5.5076 -3.6733 1.5830
C -4.2025 -4.2197 1.0179
O -3.0314 -3.5625 1.4702
C -2.1299 -4.3533 2.2152
H -5.0603 0.8462 1.6583
H -5.4181 -0.5404 0.6213
H -6.3545 -0.3014 2.1031
H -5.6766 -0.9538 3.9591
H -3.9621 -1.0624 4.3118
H -5.2046 -3.0884 4.8323
H -3.8317 -3.3786 3.8190
H -5.7270 -2.6873 1.1700
H -6.2988 -4.3196 1.1920
H -4.2568 -4.0630 -0.0661
H -4.1444 -5.2998 1.1831
H -2.5646 -5.2827 2.5869
H -1.7800 -3.7724 3.0717
H -1.2506 -4.5865 1.6024
C 0.0585 6.9406 -2.6437
O 0.5374 6.3964 -1.4291
C 0.0393 6.9961 -0.2490
C -0.7654 6.0805 0.6633
O -1.8988 5.4144 0.1327
C -1.7544 4.5215 -0.9506
C -0.8896 3.2802 -0.7629
O 0.4586 3.5291 -0.4130
C 0.8616 3.0461 0.8524
H 0.8348 7.5540 -3.1084
H -0.1720 6.1178 -3.3252
H -0.8475 7.5349 -2.5084
H -0.5435 7.8932 -0.4810
H 0.9062 7.3330 0.3313
H -1.1575 6.7143 1.4626
H -0.1159 5.3638 1.1690
H -1.4697 5.0599 -1.8560
H -2.7661 4.1559 -1.1521
H -0.8766 2.7758 -1.7388
H -1.3677 2.5963 -0.0532
H 0.0246 2.7965 1.5080
H 1.4668 3.8097 1.3455
H 1.4986 2.1667 0.7251
*
```

---

# C24H47N4O11S

2 unconnected molecules or ions with the total composition C24H47N4O11S (ωB97M-V/def2-TZVPD, OMol25).

Results
Frontier orbital gap = 8.20 eV
HOMO energy = -11.655 eV
Electronic energy = -64956.33189 eV

ORCA input file:
```
! RIJCOSX wB97M-V def2-TZVPD def2/J DEFGRID3
* xyz 1 1
C 5.0693 -1.5391 2.1227
C 6.0996 -1.7003 0.9818
O 5.8764 -2.9489 0.3128
C 5.0146 -2.7315 -0.7811
C 4.3355 -4.0247 -1.2191
O 3.3571 -4.5052 -0.3060
C 2.2046 -3.7151 -0.2480
C 1.3755 -3.7826 -1.5428
O 1.7458 -2.6541 -2.3858
C 0.6717 -2.0420 -3.0011
N 0.1526 -0.9699 -2.1071
C -1.1274 -0.3620 -2.5707
C -1.8029 0.3633 -1.3970
C -2.5908 1.6035 -1.8239
C -3.5300 1.4154 -3.0463
N -4.0558 0.0417 -3.2138
C -2.6306 -0.6540 -0.5778
C -3.1843 -0.0760 0.7365
C -4.2444 -1.0221 1.3799
C -5.4859 -0.2392 1.8372
S -5.4018 0.2029 3.5844
O -4.2386 -0.3135 4.2213
O -5.4867 1.6153 3.6852
O -6.7387 -0.4193 4.2236
O -0.7869 0.8209 -0.4574
C 0.3935 1.2659 -1.0844
C 1.2663 1.8843 0.0336
C 2.7274 2.1587 -0.3787
C 3.4270 2.8367 0.8097
C 4.8330 3.3553 0.4705
O 5.6041 3.5113 1.6813
C 6.4751 2.5133 1.8716
O 6.2445 1.3964 1.6412
C 1.1291 0.1387 -1.8617
O 1.5490 0.6442 -3.1050
N 2.9809 0.7286 -3.1861
O 3.2771 1.6392 -3.8208
H 5.5252 -1.0903 3.0045
H 4.7030 -2.5324 2.3854
H 4.2369 -0.9102 1.7911
H 7.1110 -1.6881 1.3892
H 6.0404 -0.8544 0.2919
H 5.6351 -2.4172 -1.6396
H 4.2918 -1.9194 -0.6230
H 5.1270 -4.7779 -1.2314
H 3.9802 -3.9338 -2.2528
H 2.4157 -2.6773 0.0424
H 1.5766 -4.1474 0.5379
H 1.6356 -4.6818 -2.1073
H 0.2986 -3.8172 -1.3338
H -0.0968 -2.7945 -3.2074
H 0.9586 -1.6436 -3.9733
H -0.0593 -1.3879 -1.1920
H -0.9927 0.3474 -3.3897
H -1.7595 -1.1653 -2.9475
H -1.8546 2.3597 -2.1229
H -3.1496 2.0558 -1.0092
H -4.3886 2.0771 -2.8767
H -3.0955 1.7588 -3.9861
H -4.2809 -0.1011 -4.1936
H -4.9511 -0.0274 -2.7403
H -3.3701 -1.1680 -1.1890
H -1.8968 -1.4246 -0.2727
H -3.6379 0.9096 0.6210
H -2.3246 0.0662 1.3920
H -3.7475 -1.5307 2.2070
H -4.5349 -1.7985 0.6695
H -5.6473 0.6904 1.2944
H -6.3616 -0.8541 1.6195
H -6.4498 -0.9746 4.9702
H 0.2370 2.0783 -1.8070
H 0.8025 2.8456 0.2580
H 1.2812 1.2206 0.9013
H 2.7779 2.7621 -1.2887
H 3.2525 1.2071 -0.5272
H 2.8078 3.6755 1.1459
H 3.5047 2.1552 1.6601
H 5.3173 2.6908 -0.2457
H 4.7419 4.3659 0.0729
H 7.4575 2.7827 2.2813
H 1.9882 -0.2759 -1.3307
C -8.0476 2.9883 4.5768
C -8.8762 4.1942 4.6528
N -9.5171 5.1300 4.7118
H -6.9967 3.2600 4.5640
H -8.2399 2.3530 5.4393
H -8.2812 2.4359 3.6696
*
```

---

# C24H47N7O10

7 unconnected molecules or ions with the total composition C24H47N7O10 (ωB97M-V/def2-TZVPD, OMol25).

Results
Frontier orbital gap = 2.33 eV
HOMO energy = -0.375 eV
Electronic energy = -56550.61870 eV

ORCA input file:
```
! RIJCOSX wB97M-V def2-TZVPD def2/J DEFGRID3
* xyz -2 1
C 1.8259 -5.2130 2.6163
C 2.7595 -5.5517 1.7491
C 3.7394 -5.9398 0.5121
C 4.4572 -7.3971 0.7103
N 3.3748 -8.4295 0.6504
C 3.8328 -9.7302 0.1015
O 3.1821 -10.7972 0.4987
O 4.8571 -9.9166 -0.8372
C 5.2776 -7.5118 2.0975
O 4.7256 -7.5190 3.2709
O 6.6945 -7.6541 2.0646
H 0.9047 -5.1678 3.3142
H 3.0856 -6.0355 -0.4266
H 4.5087 -5.0834 0.3686
H 5.2214 -7.4866 -0.1418
H 3.0602 -8.6269 1.6247
C 3.1692 -2.4339 -0.7627
O 3.0184 -3.4873 -0.1742
N 3.6121 -1.2683 -0.1999
C 3.7634 -0.0533 -0.9716
C 3.9391 -1.2464 1.2124
H 2.9498 -2.3371 -1.8398
H 4.8077 0.2691 -0.9285
H 3.1233 0.7195 -0.5421
H 3.4811 -0.2135 -2.0142
H 4.7278 -1.9775 1.4101
H 3.0519 -1.5245 1.7865
H 4.2742 -0.2550 1.5124
C 1.3433 3.1504 -1.6630
O 2.2978 2.4280 -1.8858
N 0.0514 2.8850 -2.0218
C -1.0321 3.7963 -1.7204
C -0.2441 1.6526 -2.7253
H 1.4564 4.1103 -1.1326
H -1.7658 3.2806 -1.0946
H -1.5034 4.1099 -2.6559
H -0.6660 4.6783 -1.1904
H 0.0631 0.8058 -2.1055
H 0.3249 1.6295 -3.6590
H -1.3110 1.5806 -2.9433
C 2.3963 2.0539 2.7659
O 3.3515 1.3270 2.5599
N 1.1104 1.7947 2.3837
C 0.0265 2.7113 2.6641
C 0.8203 0.5626 1.6736
H 2.5047 3.0150 3.2959
H -0.7212 2.1991 3.2754
H -0.4246 3.0259 1.7190
H 0.3863 3.5921 3.2011
H 1.1111 -0.2859 2.2982
H 1.4060 0.5365 0.7508
H -0.2432 0.4970 1.4359
C -3.2971 1.9480 1.0836
O -2.3386 1.2202 0.8795
N -4.5834 1.6849 0.6982
C -5.6722 2.5977 0.9758
C -4.8664 0.4519 -0.0114
H -3.1900 2.9068 1.6138
H -6.4199 2.0838 1.5861
H -6.1232 2.9110 0.0298
H -5.3174 3.4782 1.5122
H -4.5740 -0.3956 0.6139
H -4.2788 0.4268 -0.9331
H -5.9287 0.3822 -0.2512
C -3.5135 5.0597 2.5002
O -3.6679 4.0033 3.0898
N -3.0808 6.2238 3.0668
C -2.9225 7.4404 2.2968
C -2.7698 6.2440 4.4830
H -3.7208 5.1550 1.4213
H -1.8797 7.7634 2.3534
H -3.5696 8.2142 2.7181
H -3.1911 7.2796 1.2508
H -1.9814 5.5147 4.6862
H -3.6617 5.9628 5.0488
H -2.4387 7.2376 4.7890
C -2.0174 -0.5906 -4.3045
O -2.9661 0.1457 -4.0883
N -1.9341 -1.4933 -5.3257
C -0.7688 -2.3342 -5.5147
C -3.0442 -1.6151 -6.2493
H -1.1215 -0.5803 -3.6639
H -0.3411 -2.1321 -6.5003
H -1.0734 -3.3820 -5.4549
H -0.0151 -2.1366 -4.7502
H -3.2150 -0.6493 -6.7325
H -3.9433 -1.8926 -5.6929
H -2.8324 -2.3720 -7.0061
*
```

---

# C24H48AlNO2P2Si2

A molecular structure, C24H48AlNO2P2Si2 (ωB97M-V/def2-TZVPD, OMol25).

Results
Frontier orbital gap (spin up / spin down) = 4.50 / 4.48 eV
HOMO energy (spin up / spin down) = -4.095 / -4.003 eV
ΔE to the lowest compared entry with this formula, charge and spin = 0.000 eV
Electronic energy = -72182.96457 eV

ORCA input file:
```
! RIJCOSX wB97M-V def2-TZVPD def2/J DEFGRID3
* xyz 0 1
C -0.0224 3.6276 -2.8325
C -0.2208 2.3719 -2.2811
N 0.5754 1.9416 -1.2642
C 1.6159 2.6977 -0.8291
C 1.8154 3.9683 -1.3273
C 0.9891 4.4522 -2.3435
C -1.2557 1.4414 -2.8392
P -1.6557 -0.0243 -1.7945
Al 0.0859 0.3228 -0.2446
P 2.4731 0.2871 0.1821
C 2.5569 2.1286 0.2026
C 0.7725 -3.1685 -0.9718
C -0.4145 -3.7800 -0.5535
C -0.3693 -5.0516 0.0244
C 0.8576 -5.7129 0.1688
C 2.0217 -5.1491 -0.3714
C 1.9735 -3.8882 -0.9824
O -0.1760 0.5226 -5.1588
O 1.1026 -1.1691 -3.6108
H -0.6774 3.9367 -3.6450
H 2.6511 4.5411 -0.9307
H 1.1386 5.4501 -2.7473
C -3.2951 0.4016 -1.1249
C -2.0620 -1.3869 -2.9257
H 3.5947 2.4392 -0.0074
H 2.3104 2.5177 1.2083
H -0.8896 1.1007 -3.9018
H -2.2014 1.9883 -2.9775
C 3.3653 -0.2008 1.6951
C 3.6252 -0.1225 -1.1691
H -1.3551 -3.2375 -0.6745
H -1.2861 -5.5218 0.3832
H 0.9181 -6.6759 0.6781
H 2.9619 -5.6989 -0.3338
H 2.8596 -3.4646 -1.4504
H 0.9856 -1.1473 -2.6267
H 1.3138 -2.0989 -3.8199
H 0.4175 -0.1533 -4.7012
H 0.4226 1.1918 -5.5232
H 0.7757 -2.1218 -1.3189
H -4.0025 0.3998 -1.9663
H -3.6171 -0.3586 -0.3988
H -3.3065 1.3871 -0.6417
H -2.8503 -1.0435 -3.6122
H -1.1828 -1.7001 -3.5054
H -2.4486 -2.2444 -2.3576
H 4.5978 0.3613 -0.9850
H 3.7561 -1.2131 -1.1919
H 3.2407 0.2121 -2.1441
H 4.3992 0.1797 1.6675
H 2.8605 0.1767 2.5986
H 3.3845 -1.3003 1.7355
C -2.2432 -1.7613 2.1629
Si -0.6414 -0.9092 2.6400
C -0.6667 -0.4341 4.4761
C 0.7106 -2.2103 2.4599
C -0.3038 0.6906 1.6540
Si -1.4388 2.1503 2.0858
C -0.5487 3.0490 3.4867
C -1.7201 3.4113 0.7148
C -3.1527 1.6145 2.6512
H -2.5987 -2.3077 3.0513
H -2.0796 -2.4985 1.3655
H -3.0361 -1.0776 1.8420
H -0.7781 -1.3533 5.0732
H 0.2843 0.0387 4.7663
H -1.4913 0.2394 4.7475
H 0.3603 -3.1370 2.9397
H 0.9401 -2.4669 1.4173
H 1.6445 -1.9154 2.9560
H 0.6685 1.0193 2.0808
H 0.4021 3.4710 3.1301
H -1.1666 3.8768 3.8603
H -0.3223 2.3888 4.3335
H -2.1817 3.0060 -0.1929
H -2.4032 4.1836 1.1007
H -0.7945 3.9230 0.4223
H -3.6780 0.9980 1.9123
H -3.1477 1.0713 3.6031
H -3.7466 2.5276 2.8009
*
```

---

# C24H48BBrN2O15PS4

4 unconnected molecules or ions with the total composition C24H48BBrN2O15PS4 (ωB97M-V/def2-TZVPD, OMol25).

Results
Frontier orbital gap = 7.66 eV
HOMO energy = -11.707 eV
Electronic energy = -182699.54206 eV

ORCA input file:
```
! RIJCOSX wB97M-V def2-TZVPD def2/J DEFGRID3
* xyz 1 1
C 2.2574 -2.4050 0.7646
C 0.7514 -2.1678 1.1083
C 0.7116 -0.9920 2.1203
C -0.6876 -0.4318 2.4110
C -1.4847 -0.0751 1.1450
C -0.7564 0.9887 0.2631
C -0.4795 0.3755 -1.1166
C -0.2677 1.3699 -2.2630
P -1.9762 1.9058 -2.9188
O -1.5727 2.7442 -4.2850
Br -2.8074 3.4871 -1.5415
C 0.3729 2.7051 -1.9541
N 1.5516 2.8135 -2.4116
S 2.6397 4.1513 -2.3515
C 2.0421 1.5824 -3.0699
B 2.9900 0.8782 -1.9410
C 2.8534 1.0514 -0.3837
O 3.9996 0.0502 -2.4126
C 0.6897 0.9037 -3.4128
C 0.7731 -0.5851 -3.7887
C 0.2848 -0.9697 -5.2259
N -0.6834 -2.0588 -5.3189
C -1.9255 -1.8248 -4.6070
C -2.7254 -0.6378 -5.1644
C -0.1472 -3.3426 -5.0981
C 1.3246 -3.5987 -4.8394
O -0.8580 -4.2789 -5.1610
H 2.4933 -2.1823 -0.2794
H 2.8691 -1.7315 1.3676
H 2.5691 -3.4070 1.0389
H 0.4213 -3.1125 1.5418
H 0.1897 -1.9878 0.1948
H 1.3755 -0.1745 1.8377
H 1.0970 -1.3732 3.0763
H -0.6236 0.4774 3.0158
H -1.2489 -1.1778 2.9739
H -1.5820 -1.0032 0.5831
H -2.5005 0.2240 1.3995
H -1.4134 1.8561 0.2343
H 0.1549 1.2772 0.7841
H -1.3404 -0.2323 -1.3972
H 0.3917 -0.2674 -1.0296
H -2.2235 3.4595 -4.3927
H -0.0584 3.5515 -1.4348
H 2.6523 4.4808 -3.6661
H 2.6428 1.7330 -3.9622
H 2.1383 0.3260 0.0076
H 3.8085 0.7905 0.0646
H 2.5483 2.0483 -0.0650
H 3.6541 -0.8594 -2.3972
H 0.4197 1.4360 -4.3308
H 1.8339 -0.8381 -3.7605
H 0.3127 -1.2413 -3.0533
H -0.1111 -0.0878 -5.7262
H 1.1601 -1.2415 -5.8069
H -2.5986 -2.6683 -4.6711
H -1.7972 -1.6335 -3.5300
H -2.1314 0.2698 -5.2575
H -3.1954 -0.8770 -6.1134
H -3.4856 -0.4231 -4.4163
H 1.8306 -3.7444 -5.7953
H 1.4304 -4.5105 -4.2683
H 1.8475 -2.8173 -4.2914
C -5.9755 4.2469 -0.0995
C -6.3735 5.5320 -0.7959
O -7.6129 5.8993 -0.1877
S -7.6163 5.4357 1.3537
O -7.2477 6.5352 2.1628
O -8.7866 4.6809 1.5894
O -6.3561 4.4356 1.2640
H -6.5290 3.3922 -0.4963
H -4.9073 4.0485 -0.1673
H -6.4999 5.4059 -1.8682
H -5.6498 6.3291 -0.6058
C 1.0492 1.2570 6.3679
C 2.1603 0.8781 7.3235
O 3.1208 0.2000 6.5035
S 3.1092 0.8312 5.0306
O 4.1597 1.7742 4.9246
O 2.9455 -0.2211 4.0986
O 1.7220 1.6313 5.1569
H 0.4021 0.4042 6.1512
H 0.4482 2.0844 6.7362
H 1.8190 0.2283 8.1244
H 2.6391 1.7620 7.7506
C 2.8161 -5.7592 5.3840
C 3.8198 -4.8076 4.7733
O 3.0743 -4.0950 3.7770
S 1.5542 -3.9257 4.2600
O 1.4108 -2.6444 4.8470
O 0.7025 -4.3816 3.2242
O 1.5945 -5.0107 5.4390
H 2.6545 -6.6321 4.7485
H 3.1041 -6.0853 6.3798
H 4.6637 -5.3218 4.3217
H 4.1842 -4.0852 5.5069
*
```

---

| no. | strongest force on any atom (Eh/bohr) |
| --- | --- |
| 1 | 0.053 |
| 2 | 0.073 |
| 3 | 0.120 |
| 4 | 0.063 |
| 5 | 0.058 |